Formula: C34H16F6FeIN9O4S2
Source: the Open Molecules 2025 dataset
Level of theory: ωB97M-V/def2-TZVPD

Output
relative energy (zero: lowest compared OMol25 entry of this formula, charge and spin) = 32.73 kJ/mol
E = -5056.3005 Ha
charge = -2
maximum force = 1.55 eV/A
LUMO level (spin up / spin down) = 3.54 / 3.55 eV
HOMO energy (spin up / spin down) = -1.3529 / -1.3617 eV
multiplicity = 5

Each line ends with the Mulliken charge.
Positions of all 73 atoms, in Å:
Fe (-0.234, -0.725, 0.473)  0.586
C (2.880, 4.909, 2.521)  -0.792
C (3.865, 4.042, 3.015)  -0.657
C (3.819, 2.682, 2.742)  0.116
C (2.763, 2.212, 1.976)  -0.194
C (2.421, 0.875, 1.458)  -0.168
N (3.214, -0.155, 1.638)  -0.566
C (2.978, -1.333, 1.060)  -0.268
C (3.950, -2.431, 1.140)  -0.037
C (5.192, -2.552, 1.749)  0.000
C (5.871, -3.752, 1.598)  -0.595
C (5.320, -4.803, 0.848)  -0.595
C (4.082, -4.670, 0.236)  -0.075
C (3.406, -3.468, 0.395)  0.101
C (2.123, -2.964, -0.111)  -0.332
N (1.375, -3.685, -0.931)  -0.460
C (0.289, -3.212, -1.512)  -0.386
N (-0.294, -1.999, -1.349)  0.125
C (-1.240, -1.854, -2.298)  -0.303
N (-1.914, -0.755, -2.617)  -0.515
C (-1.654, 0.416, -2.072)  0.086
N (-0.760, 0.710, -1.088)  -0.196
C (-0.797, 2.046, -0.888)  -0.386
N (-0.070, 2.769, -0.049)  -0.330
C (0.894, 2.234, 0.675)  -0.147
N (1.275, 0.939, 0.730)  -0.247
C (1.794, 3.069, 1.484)  0.336
C (1.836, 4.431, 1.743)  0.112
C (-1.763, 2.674, -1.798)  0.234
C (-2.120, 3.997, -2.018)  -0.135
C (-3.037, 4.256, -3.024)  -0.655
C (-3.577, 3.212, -3.795)  -0.622
C (-3.213, 1.893, -3.565)  -0.205
C (-2.301, 1.644, -2.549)  0.325
C (-1.360, -3.086, -3.085)  0.134
C (-2.141, -3.439, -4.178)  -0.145
C (-1.936, -4.685, -4.748)  -0.569
C (-0.961, -5.559, -4.240)  -0.568
C (-0.175, -5.196, -3.158)  -0.156
C (-0.390, -3.946, -2.588)  0.274
N (1.913, -1.699, 0.329)  0.217
H (2.940, 5.966, 2.752)  0.373
H (4.670, 4.444, 3.620)  0.374
H (4.575, 1.999, 3.111)  0.551
H (5.603, -1.730, 2.323)  0.536
H (6.840, -3.885, 2.065)  0.367
H (5.873, -5.731, 0.749)  0.371
H (3.644, -5.474, -0.345)  0.528
H (1.068, 5.089, 1.353)  0.534
H (-1.696, 4.788, -1.410)  0.522
H (-3.346, 5.276, -3.223)  0.368
H (-4.288, 3.445, -4.580)  0.368
H (-3.625, 1.078, -4.148)  0.524
H (-2.892, -2.757, -4.560)  0.528
H (-2.525, -4.990, -5.605)  0.367
H (-0.822, -6.527, -4.708)  0.370
H (0.588, -5.852, -2.757)  0.524
F (-5.700, -0.550, 1.065)  -0.213
C (-5.041, 0.182, 1.973)  0.416
F (-5.889, 1.094, 2.466)  -0.235
F (-4.651, -0.610, 2.959)  -0.192
S (-3.625, 1.010, 1.158)  1.168
O (-2.710, -0.070, 0.873)  -0.465
O (-4.222, 1.708, 0.055)  -0.732
N (-3.109, 2.066, 2.196)  -0.446
S (-2.084, 1.757, 3.375)  0.872
O (-0.823, 1.216, 2.947)  -0.476
O (-2.701, 1.227, 4.560)  -0.659
C (-1.727, 3.518, 3.773)  0.628
F (-2.719, 4.065, 4.489)  -0.251
F (-0.610, 3.559, 4.505)  -0.243
F (-1.536, 4.259, 2.683)  -0.196
I (-0.787, -2.612, 2.137)  -0.521

=====

Formula: C35H52As2IN4PW
Source: the Open Molecules 2025 dataset
Level of theory: ωB97M-V/def2-TZVPD

Output
E = -6761.1094 Ha
charge = +2
maximum force = 1.83 eV/A
LUMO level (spin up / spin down) = -6.35 / -6.16 eV
HOMO energy (spin up / spin down) = -12.4632 / -13.2446 eV
multiplicity = 3

Each line ends with the Mulliken charge.
Positions of all 96 atoms, in Å:
W (0.730, -0.802, 0.612)  -1.248
C (-0.990, 1.476, 3.409)  -1.281
As (0.605, 1.043, 2.419)  0.923
C (1.240, 2.817, 2.020)  -1.405
C (1.755, 0.380, 3.827)  0.182
C (2.286, 1.274, 4.750)  -0.748
C (3.059, 0.810, 5.804)  -0.965
C (3.297, -0.551, 5.941)  -0.838
C (2.766, -1.446, 5.023)  -0.845
C (1.995, -0.989, 3.961)  0.504
As (1.254, -2.263, 2.695)  1.305
C (2.586, -3.642, 2.608)  -1.435
C (-0.140, -3.104, 3.725)  -1.210
H (-0.675, 2.196, 4.157)  0.731
H (-1.389, 0.591, 3.894)  0.383
H (-1.736, 1.915, 2.751)  0.290
H (1.298, 3.372, 2.950)  0.694
H (0.508, 3.287, 1.370)  0.446
H (2.206, 2.797, 1.526)  0.330
H (2.109, 2.338, 4.659)  0.364
H (3.473, 1.512, 6.517)  0.437
H (3.898, -0.917, 6.765)  0.425
H (2.961, -2.503, 5.143)  0.367
H (2.686, -4.103, 3.584)  0.538
H (3.531, -3.209, 2.290)  0.382
H (2.267, -4.386, 1.888)  0.472
H (0.289, -3.434, 4.665)  0.468
H (-0.532, -3.956, 3.178)  0.420
H (-0.941, -2.395, 3.914)  0.324
I (0.992, -3.328, -0.742)  0.139
C (2.818, -2.605, -1.482)  0.605
C (3.362, -3.302, -2.517)  -0.787
C (4.648, -2.935, -2.970)  -0.720
C (5.320, -1.928, -2.343)  -0.930
C (4.740, -1.210, -1.267)  1.143
C (5.473, -0.184, -0.616)  -0.938
C (4.930, 0.499, 0.426)  -1.382
C (3.605, 0.226, 0.831)  -0.221
C (2.822, -0.733, 0.225)  1.804
C (3.427, -1.513, -0.822)  -0.231
H (2.840, -4.132, -2.977)  0.472
H (5.097, -3.475, -3.794)  0.426
H (6.323, -1.663, -2.656)  0.426
H (6.479, 0.034, -0.958)  0.414
H (5.501, 1.265, 0.938)  0.483
H (3.225, 0.801, 1.655)  0.103
N (-0.145, -0.315, -0.929)  1.256
P (-1.476, 0.408, -1.493)  -2.135
N (-2.250, -0.510, -2.582)  1.321
C (-3.181, 0.077, -3.575)  -0.852
C (-4.496, -0.699, -3.592)  -0.822
C (-4.254, -2.203, -3.367)  -0.596
C (-2.837, -2.584, -3.783)  -1.043
C (-1.813, -1.896, -2.879)  -0.397
N (-2.454, 0.806, -0.187)  1.248
C (-2.818, -0.374, 0.641)  -0.123
C (-3.572, 0.015, 1.903)  -0.339
C (-4.787, 0.878, 1.584)  -1.036
C (-4.366, 2.072, 0.739)  -0.954
C (-3.672, 1.600, -0.527)  -0.412
N (-1.116, 1.844, -2.187)  0.419
C (-0.455, 1.765, -3.534)  -0.684
C (1.011, 2.164, -3.435)  -0.389
C (1.127, 3.643, -3.044)  -0.759
C (-0.004, 4.052, -2.083)  -1.151
C (-0.521, 2.870, -1.280)  -0.094
H (-2.704, 0.044, -4.557)  0.543
H (-3.343, 1.127, -3.346)  0.466
H (-4.982, -0.527, -4.555)  0.463
H (-5.172, -0.309, -2.827)  0.186
H (-4.985, -2.791, -3.921)  0.426
H (-4.391, -2.452, -2.309)  0.247
H (-2.669, -2.312, -4.829)  0.387
H (-2.682, -3.660, -3.715)  0.457
H (-0.818, -1.906, -3.336)  0.165
H (-1.748, -2.445, -1.941)  0.157
H (-1.915, -0.901, 0.930)  -0.165
H (-3.418, -1.082, 0.053)  0.226
H (-2.901, 0.564, 2.573)  -0.344
H (-3.873, -0.899, 2.418)  0.518
H (-5.275, 1.197, 2.504)  0.434
H (-5.518, 0.286, 1.025)  0.357
H (-3.681, 2.710, 1.306)  0.297
H (-5.229, 2.682, 0.467)  0.397
H (-3.381, 2.439, -1.153)  0.677
H (-4.374, 0.980, -1.100)  -0.177
H (-0.986, 2.424, -4.222)  0.362
H (-0.558, 0.753, -3.920)  0.548
H (1.509, 1.976, -4.386)  0.482
H (1.494, 1.523, -2.691)  -0.067
H (1.070, 4.262, -3.941)  0.350
H (2.104, 3.837, -2.596)  0.347
H (-0.842, 4.488, -2.634)  0.356
H (0.338, 4.820, -1.386)  0.451
H (-1.285, 3.196, -0.576)  0.400
H (0.297, 2.436, -0.703)  -0.221

=====

Formula: C5H6N2
Source: the Open Molecules 2025 dataset
Level of theory: ωB97M-V/def2-TZVPD

Output
relative energy (zero: lowest compared OMol25 entry of this formula, charge and spin) = 211.94 kJ/mol
E = -302.6444 Ha
charge = +2
maximum force = 6.67 eV/A
LUMO level (spin up / spin down) = -11.49 / -11.35 eV
HOMO energy (spin up / spin down) = -19.0120 / -18.8423 eV
multiplicity = 1

Each line ends with the Mulliken charge.
Positions of all 13 atoms, in Å:
C (-2.729, 1.848, 1.036)  0.155
C (-0.800, 0.931, 0.443)  -0.023
C (0.736, -2.184, -0.323)  -0.062
C (1.111, 0.201, -1.009)  -0.433
C (0.503, 0.369, 0.311)  -0.002
N (-1.596, 1.537, 1.140)  0.073
N (0.690, -0.936, -0.416)  0.168
H (-3.580, 2.317, 1.400)  0.446
H (0.190, -2.761, 0.436)  0.290
H (1.398, -2.765, -0.993)  0.307
H (0.680, 0.505, -2.061)  0.318
H (2.200, 0.464, -1.050)  0.310
H (1.197, 0.475, 1.086)  0.452

=====

Formula: C4H8FP
Source: the Open Molecules 2025 dataset
Level of theory: ωB97M-V/def2-TZVPD

Output
relative energy (zero: lowest compared OMol25 entry of this formula, charge and spin) = 91.22 kJ/mol
SMILES = CC/C(F)=P/C
E = -598.3395 Ha
maximum force = 5.51 eV/A
LUMO level = 0.51 eV
HOMO energy = -8.7882 eV
multiplicity = 1

Each line ends with the Mulliken charge.
Positions of all 14 atoms, in Å:
C (2.253, 0.456, -0.414)  -0.913
C (1.188, 0.383, 0.773)  -0.663
C (-0.102, -0.189, 0.319)  0.522
F (-0.172, -1.579, 0.181)  -0.265
P (-1.470, 0.816, 0.133)  -0.094
C (-2.899, -0.330, -0.242)  -0.887
H (2.540, -0.658, -0.609)  0.255
H (3.255, 0.982, -0.024)  0.264
H (2.014, 0.971, -1.473)  0.269
H (1.130, 1.302, 1.210)  0.418
H (1.745, -0.331, 1.290)  0.240
H (-2.506, -1.377, -0.326)  0.280
H (-3.595, -0.263, 0.482)  0.308
H (-3.380, -0.181, -1.300)  0.267

=====

Formula: C34H25Cl4LuN2O6P
Source: the Open Molecules 2025 dataset
Level of theory: ωB97M-V/def2-TZVPD

Output
relative energy (zero: lowest compared OMol25 entry of this formula, charge and spin) = 212.55 kJ/mol
E = -5289.1030 Ha
charge = +1
maximum force = 3.87 eV/A
LUMO level = -4.06 eV
HOMO energy = -9.1894 eV
multiplicity = 1

Each line ends with the Mulliken charge.
Positions of all 73 atoms, in Å:
Lu (-3.072, 1.476, 0.614)  1.665
O (-6.831, 0.863, -1.475)  -0.431
C (-5.609, 0.957, -0.949)  0.389
O (-4.976, 2.023, -0.728)  -0.530
C (-5.143, -0.466, -0.564)  -0.400
O (-3.929, -0.442, 0.189)  0.063
C (-3.450, -1.612, 0.980)  -0.409
C (-2.040, -1.281, 1.401)  0.427
O (-1.105, -2.073, 1.419)  -0.508
O (-1.930, 0.008, 1.711)  -0.869
H (-7.173, 1.695, -1.920)  0.426
H (-4.948, -0.987, -1.515)  0.421
H (-6.004, -0.985, -0.071)  0.421
H (-3.582, -2.487, 0.395)  0.419
H (-4.131, -1.669, 1.829)  0.304
Cl (2.831, 1.244, 0.759)  -0.130
C (3.530, -0.114, 1.584)  0.098
C (4.342, 0.162, 2.657)  -0.404
C (4.904, -0.838, 3.516)  -0.755
C (4.742, -2.135, 3.035)  -0.574
C (3.986, -2.429, 1.899)  -0.244
C (3.390, -1.408, 1.159)  0.364
P (2.483, -1.717, -0.348)  0.183
C (2.198, -3.520, -0.378)  0.021
C (1.448, -4.076, 0.688)  -0.102
C (1.290, -5.450, 0.922)  -0.868
C (1.936, -6.303, 0.043)  -0.331
C (2.640, -5.809, -1.041)  -0.763
C (2.793, -4.462, -1.237)  0.080
C (3.797, -1.340, -1.612)  0.701
C (4.869, -2.175, -1.647)  -0.423
C (5.753, -2.060, -2.721)  -0.776
C (5.524, -1.107, -3.746)  -0.477
C (4.374, -0.327, -3.707)  -0.451
C (3.525, -0.437, -2.614)  -0.400
H (4.384, 1.225, 2.940)  0.349
H (5.426, -0.461, 4.359)  0.433
H (5.194, -2.953, 3.593)  0.368
H (4.036, -3.413, 1.459)  0.358
H (1.003, -3.334, 1.389)  0.317
H (0.668, -5.854, 1.750)  0.385
H (1.858, -7.360, 0.204)  0.393
H (3.154, -6.454, -1.765)  0.381
H (3.365, -4.115, -2.140)  0.331
H (4.995, -2.965, -0.882)  0.491
H (6.566, -2.782, -2.871)  0.341
H (6.290, -1.038, -4.548)  0.335
H (4.130, 0.328, -4.523)  0.443
H (2.611, 0.187, -2.619)  0.382
Cl (0.826, 3.598, -5.262)  -0.210
C (0.317, 3.294, -3.696)  0.177
C (0.404, 4.239, -2.727)  -0.540
C (-0.129, 4.113, -1.474)  -0.121
Cl (0.474, 5.184, -0.270)  -0.184
C (-0.906, 2.902, -1.205)  0.275
O (-1.886, 2.954, -0.243)  -0.590
C (-0.830, 1.798, -2.154)  0.813
Cl (-1.674, 0.356, -1.881)  -0.262
C (-0.243, 2.021, -3.401)  -0.825
H (0.882, 5.153, -3.006)  0.473
H (-0.328, 1.293, -4.188)  0.486
N (-3.816, 7.644, 2.686)  -0.387
C (-4.023, 6.508, 2.622)  -0.222
C (-4.429, 5.150, 2.568)  0.273
C (-5.473, 4.772, 3.435)  -0.025
C (-5.792, 3.429, 3.640)  -0.803
C (-5.035, 2.472, 2.982)  -0.146
N (-4.093, 2.841, 2.080)  -0.343
C (-3.687, 4.151, 1.944)  -0.111
H (-6.090, 5.571, 3.999)  0.368
H (-6.566, 3.072, 4.326)  0.404
H (-5.151, 1.384, 3.104)  0.461
H (-2.864, 4.373, 1.249)  0.597